Below is C17H12F6N4O4S4V as an isolated structure in a non-equilibrium geometry, with properties calculated with ωB97M-V/def2-TZVPD.

For the gap between HOMO and LUMO (alpha / beta), the calculation gives 7.292 / 7.310 eV. Its spin multiplicity is 3. The HOMO energy (alpha / beta) comes out at -11.325 / -11.334 eV. The relative energy (zero: lowest compared OMol25 entry of this formula, charge and spin) comes out at 0.630 eV. The charge is +1.

Geometry (Å):
V 0.02890 0.55186 0.38377
F -4.44435 1.84846 1.33141
C -3.88399 1.02417 2.19888
F -4.56238 -0.09982 2.28360
F -3.76303 1.59549 3.37610
S -2.20544 0.64462 1.54544
O -2.31446 -0.05838 0.26959
O -1.50243 1.91969 1.39268
N -1.53932 -0.23227 2.68265
S -0.67476 -1.51878 2.31826
O 0.05192 -1.27867 1.02472
O 0.13752 -1.92022 3.40730
C -1.86245 -2.92122 1.93816
F -2.08878 -2.98158 0.64507
F -2.98855 -2.68478 2.58654
F -1.29342 -4.02731 2.37045
S 3.11278 -0.23901 -2.75358
C 3.61001 -1.11003 -1.37123
C 2.77173 -0.93490 -0.30923
C 1.66918 -0.08332 -0.61639
C 1.74303 0.35218 -1.90856
C 0.67454 1.20481 -2.38631
C 0.56650 1.77921 -3.64575
C -0.52090 2.57479 -3.93637
C -1.49343 2.79694 -2.96530
C -1.33310 2.20876 -1.73819
N -0.27036 1.42791 -1.43220
H 4.50670 -1.71051 -1.41771
H 2.93443 -1.41695 0.64604
H 1.33791 1.58589 -4.37930
H -0.61893 3.02398 -4.91668
H -2.36069 3.41090 -3.15866
H -2.06257 2.36232 -0.95781
N 3.60423 5.92003 3.02227
C 2.92548 4.95626 3.66437
S 2.61336 4.97421 5.26724
C 2.40632 3.85398 2.77921
C 2.15067 4.05019 1.42819
C 1.58320 3.03902 0.67916
N 1.27748 1.84959 1.20947
C 1.57831 1.64006 2.50611
C 2.11804 2.60860 3.31446
H 3.95621 6.69081 3.56732
H 3.91111 5.83359 2.06959
H 2.34124 4.99628 0.94061
H 1.35851 3.18028 -0.36868
H 1.36740 0.65793 2.91319
H 2.31744 2.40616 4.35723

Atoms 1-2, force components in eV/Å:
V 0.5 0.3 -1.5
F -0.1 0.0 0.0

Löwdin population analysis, charges in e, atoms 1 to 8: number 1, V, carries 0.922; number 2, F, carries 0.181; number 3, C, carries -0.695; number 4, F, carries 0.190; number 5, F, carries 0.196; number 6, S, carries 0.635; number 7, O, carries -0.271; number 8, O, carries -0.295

***

Below is C17H12I2NOPdTe2 as an isolated structure in a non-equilibrium geometry, with properties calculated with ωB97M-V/def2-TZVPD.

For the gap between HOMO and LUMO (alpha / beta), the calculation gives 4.378 / 6.005 eV. Its spin multiplicity is 3. The HOMO energy (alpha / beta) comes out at -2.317 / -3.948 eV. The relative energy (zero: lowest compared OMol25 entry of this formula, charge and spin) comes out at 0.862 eV. The charge is -1.

Geometry (Å):
Pd 1.40868 -1.76672 -1.79477
I 2.49988 3.39608 -1.82557
C 2.54448 2.02338 -0.21677
C 2.65018 2.46058 1.08343
C 2.69488 1.53618 2.10933
I 2.79738 2.29828 4.09743
C 2.61088 0.15618 1.87653
C 2.64248 -0.84192 2.87103
C 2.45418 -2.16372 2.51983
C 2.22018 -2.49482 1.19773
N 2.20378 -1.58272 0.22023
C 2.43418 -0.27372 0.53053
C 2.45118 0.66308 -0.56177
O 2.34718 0.28978 -1.79037
H 2.69938 3.51708 1.30143
H 2.80728 -0.57302 3.90133
H 2.48738 -2.93332 3.27543
H 2.06688 -3.52922 0.90733
Te 0.69448 -2.57502 -4.08417
C -2.00882 -1.42682 -2.18347
Te -0.26372 -0.23272 -2.97517
C -0.56442 0.37288 -0.80487
C -2.01812 0.49188 -0.67797
C -2.64282 1.47908 0.06863
C -4.01922 1.49028 0.18163
C -4.77632 0.53758 -0.48417
C -4.16382 -0.41672 -1.28087
C -2.78142 -0.46022 -1.37407
H -1.51772 -2.17902 -1.54407
H -2.58492 -1.93542 -2.95687
H -0.01952 1.27238 -0.53847
H -0.18952 -0.47432 -0.20527
H -2.04342 2.22158 0.57553
H -4.50252 2.23968 0.78923
H -5.85322 0.55468 -0.39377
H -4.76542 -1.14122 -1.81417

Atoms 1-2, force components in eV/Å:
Pd 1.8 -0.5 0.3
I 0.0 -0.3 0.5

Löwdin population analysis, charges in e, atoms 1 to 8: number 1, Pd, carries 0.199; number 2, I, carries 0.858; number 3, C, carries -0.642; number 4, C, carries -0.241; number 5, C, carries -0.645; number 6, I, carries 0.811; number 7, C, carries -0.223; number 8, C, carries -0.048

***

Below is a 2-piece molecular cluster, C17H12N5O8 overall in a non-equilibrium geometry, with properties calculated with ωB97M-V/def2-TZVPD.

For the gap between HOMO and LUMO, the calculation gives 3.548 eV. The HOMO energy comes out at -3.647 eV. The relative energy (zero: lowest compared OMol25 entry of this formula, charge and spin) comes out at 0.000 eV. The charge is -1.

Geometry (Å):
C -3.26212 -1.82051 -3.96134
C -2.38536 -2.54651 -2.98227
O -2.19695 -1.69044 -1.82329
C -1.32081 -2.25458 -0.95417
C -1.07670 -1.45708 0.24700
C -0.19316 -1.90976 1.27866
C 0.65703 -3.02859 1.07961
C 1.57157 -3.42129 2.04614
C 1.63614 -2.75168 3.27539
C 0.77820 -1.66777 3.51140
C -0.13053 -1.24656 2.54012
C -1.91955 -0.36479 0.41343
N -2.62122 0.56040 0.60001
O -0.82650 -3.35796 -1.20403
H -3.52076 -2.51676 -4.76121
H -4.18111 -1.44324 -3.50935
H -2.72488 -0.97389 -4.39544
H -2.83749 -3.49928 -2.66858
H -1.41009 -2.75554 -3.44375
H 0.57475 -3.56233 0.13827
H 2.23786 -4.25435 1.83047
H 2.35433 -3.06993 4.03425
H 0.82675 -1.13668 4.46526
H -0.80717 -0.40453 2.73348
O 1.10859 5.98745 1.85579
N 1.78727 4.94718 1.81258
O 2.79564 4.76372 2.53590
C 1.44477 3.85487 0.90813
C 2.24170 2.70960 0.93680
C 1.96046 1.60264 0.09950
N 2.74015 0.39175 0.19401
O 3.60323 0.28852 1.09269
O 2.51377 -0.51253 -0.64476
C 0.89257 1.61925 -0.81822
C 0.11589 2.76585 -0.84129
N -0.98279 3.08116 -1.65194
O -1.56703 2.47309 -2.52865
O -1.37670 4.38343 -1.28327
N -0.58090 4.88081 -0.27141
C 0.32705 3.89744 -0.02584
H 3.08781 2.65572 1.61573
H 0.66627 0.78372 -1.47581

Atoms 1-2, force components in eV/Å:
C -0.1 0.2 -0.2
C 0.0 0.3 0.3

Löwdin population analysis, charges in e, atoms 1 to 8: number 1, C, carries -0.087; number 2, C, carries -0.243; number 3, O, carries -0.028; number 4, C, carries -0.468; number 5, C, carries -0.171; number 6, C, carries -0.195; number 7, C, carries -0.040; number 8, C, carries -0.107

***

Below is C17H13BrCoN2O6 as an isolated structure in a non-equilibrium geometry, with properties calculated with ωB97M-V/def2-TZVPD.

For the gap between HOMO and LUMO (alpha / beta), the calculation gives 5.712 / 6.380 eV. Its spin multiplicity is 5. The HOMO energy (alpha / beta) comes out at -4.503 / -5.171 eV. The relative energy (zero: lowest compared OMol25 entry of this formula, charge and spin) comes out at 0.317 eV. The charge is -1.

Geometry (Å):
C 2.70052 -2.64346 -2.00469
C 2.22386 -1.53222 -2.77201
C 2.37425 -0.34822 -1.96766
H 1.86394 -1.57559 -3.80335
C 2.94948 -0.73579 -0.71078
C 3.14050 -2.15033 -0.72390
H 3.68034 -2.71446 0.05227
H 2.86158 -3.65583 -2.40778
H 2.14524 0.66842 -2.29377
H 3.31004 -0.07120 0.07544
Co 1.15724 -1.73162 -1.10196
Br -0.76986 -0.50337 -2.62759
C -0.91218 -2.69817 0.19657
C 0.32498 -3.15855 0.77910
C 1.00743 -3.94802 -0.21359
H 0.63854 -3.03093 1.82113
C 0.19163 -3.95648 -1.41298
C -0.99751 -3.19633 -1.15506
H -1.81464 -3.02935 -1.85308
H -1.66291 -2.07710 0.68251
H 1.89692 -4.56583 -0.02584
H 0.41482 -4.48539 -2.34941
O 1.58239 1.51789 0.19616
C 0.53077 0.92920 0.40799
O 0.20850 -0.31425 0.29748
C -0.58414 1.88952 0.88101
C -0.27077 2.70535 1.97485
C -1.22219 3.63972 2.42484
C -2.46701 3.78192 1.78972
C -2.74817 2.94783 0.69442
C -1.82144 1.97764 0.24396
N -3.94879 3.13481 -0.02302
O -4.77358 3.99971 0.36302
O -4.20086 2.40137 -1.01077
N -0.92060 4.43936 3.54583
O 0.18978 4.31754 4.11878
O -1.76111 5.28381 3.94477
H 0.71538 2.64635 2.43388
H -3.18990 4.52233 2.13454
H -2.04250 1.31973 -0.60102

Atoms 1-2, force components in eV/Å:
C 2.2 -0.1 -1.1
C 1.7 0.0 -0.7

Löwdin population analysis, charges in e, atoms 1 to 8: number 1, C, carries -0.202; number 2, C, carries -0.222; number 3, C, carries -0.198; number 4, H, carries 0.101; number 5, C, carries -0.137; number 6, C, carries -0.164; number 7, H, carries 0.117; number 8, H, carries 0.119

***

Below is one molecule with the formula C17H13BrN2O3S in a non-equilibrium geometry, with properties calculated with ωB97M-V/def2-TZVPD.

For the gap between HOMO and LUMO, the calculation gives 7.948 eV. The HOMO energy comes out at -8.251 eV. The charge is 0.

Geometry (Å):
C 0.53606 -3.08709 0.91526
O 3.71814 0.04749 -3.05706
O -0.80519 1.90227 -1.80102
Br 1.35804 -0.05147 -7.93951
N 0.16728 -2.01114 1.10398
O 2.32473 -1.27810 -1.87717
S -0.80282 1.79813 1.28199
C 2.60407 -0.38409 -2.89579
C -0.07448 0.92851 -1.93958
C -0.21009 -0.70841 1.38462
C -0.19465 0.33088 0.47014
C -0.98062 0.96481 2.81272
C -0.64274 -0.33194 2.69082
C -0.30894 0.65731 -5.76622
C -0.61955 0.86417 -4.41181
C 1.84187 -0.14673 -5.14530
C 0.92297 0.14670 -6.14538
C 0.29238 0.56061 -3.37357
C 1.55113 0.04068 -3.79121
N 0.19114 0.11952 -0.84037
C -1.41876 1.56791 4.13836
C -0.72887 -1.30302 3.85356
C -1.11273 0.69104 5.36460
C -1.54384 -0.73506 5.03049
H 3.19440 -1.49515 -1.46987
H -1.07541 0.87413 -6.54578
H -1.58870 1.28064 -4.17130
H 2.79022 -0.60270 -5.47460
H 0.62477 -0.79132 -1.02398
H -1.00445 2.55442 4.28842
H -2.48207 1.69754 4.04137
H -1.18562 -2.21652 3.55113
H 0.31766 -1.50192 4.15205
H -0.03987 0.70988 5.57055
H -1.64972 1.02415 6.25810
H -1.37734 -1.33709 5.95789
H -2.58838 -0.77902 4.80349

Atoms 1-2, force components in eV/Å:
C 0.5 -1.6 -0.3
O 0.0 -0.5 0.3

Löwdin population analysis, charges in e, atoms 1 to 8: number 1, C, carries 0.047; number 2, O, carries 0.139; number 3, O, carries 0.051; number 4, Br, carries 0.801; number 5, N, carries -0.001; number 6, O, carries 0.074; number 7, S, carries 1.110; number 8, C, carries -0.457

***

Below is one molecule with the formula C17H13ClN2O4 in a non-equilibrium geometry, with properties calculated with ωB97M-V/def2-TZVPD.

For the gap between HOMO and LUMO, the calculation gives 8.604 eV. The HOMO energy comes out at -8.956 eV. Its structure (SMILES) is O=C(O)c1nn(CCOc2cccc(Cl)c2)c(=O)c2ccccc12. The charge is 0.

Geometry (Å):
O -0.91588 1.33099 -2.80991
C -0.88512 1.36564 -1.61068
O -0.58629 2.48129 -0.94333
H -0.59706 2.30348 0.01455
C -1.18268 0.19623 -0.71795
N -1.12642 0.48343 0.54716
N -1.36973 -0.42368 1.47331
C -1.69791 -1.75240 1.22795
O -1.90101 -2.50860 2.15636
C -1.76656 -2.09699 -0.19086
C -2.07654 -3.40781 -0.55589
C -2.12369 -3.75883 -1.88622
C -1.85680 -2.80639 -2.86833
C -1.54744 -1.50792 -2.52909
C -1.49919 -1.12935 -1.18206
H -1.33992 -0.77113 -3.28724
H -1.89202 -3.09011 -3.90951
H -2.36528 -4.77187 -2.17046
H -2.27320 -4.12199 0.22917
C -1.12353 0.00034 2.83571
C 0.25003 -0.53128 3.29961
O 1.19491 -0.54798 2.25439
C 1.56885 0.61760 1.65298
C 2.15679 0.47242 0.39613
C 2.57017 1.58916 -0.30348
C 2.41231 2.86270 0.22450
C 1.83986 2.99547 1.47511
C 1.41491 1.88941 2.19403
H 0.98688 2.02909 3.17413
H 1.71973 3.97927 1.90235
H 2.73031 3.72602 -0.33540
Cl 3.27122 1.38954 -1.86517
H 2.27746 -0.51862 -0.01059
H 0.60270 0.04255 4.16443
H 0.15214 -1.58179 3.58237
H -1.90244 -0.41035 3.48063
H -1.15821 1.09008 2.84141

Atoms 1-2, force components in eV/Å:
O 0.0 0.0 0.0
C 0.0 0.2 0.2

Löwdin population analysis, charges in e, atoms 1 to 8: number 1, O, carries 0.123; number 2, C, carries -0.461; number 3, O, carries 0.116; number 4, H, carries 0.092; number 5, C, carries -0.099; number 6, N, carries 0.155; number 7, N, carries -0.035; number 8, C, carries -0.357